[1]
The following is a quantum chemistry calculation of C6H21MnN4 as an isolated structure, from the Open Molecules 2025 dataset.

Properties
F_max: 0.0520 Eh/bohr
HOMO-LUMO gap (alpha / beta): 8.730 / 7.495 eV
energy above the lowest of the compared OMol25 structures with the same formula, charge and spin: 0.0 kcal/mol
electronic energy: -43834.156 eV

ORCA input file:
```
! RIJCOSX wB97M-V def2-TZVPD def2/J DEFGRID3
* xyz 1 4
C -1.29084 2.03524 -1.84029
Mn -0.04900 0.38837 -2.03111
N 0.90875 -1.22682 -3.03850
H -0.68574 0.60378 -3.79388
H 1.92160 -1.13791 -3.13453
H -1.41471 0.72465 -3.51553
H -1.66632 2.42484 -2.79462
H -0.65500 2.78059 -1.34232
H -2.10651 1.73236 -1.15844
H 0.71737 -2.02017 -2.42496
H 0.54495 -1.45988 -3.97115
C -2.10878 -1.29662 1.63870
N -0.75944 -0.76962 1.85404
C -0.31323 -0.69815 3.23295
C -0.05765 -0.33933 0.78380
N -0.59255 -0.53529 -0.43077
N 1.13933 0.29844 0.81913
C 2.00814 0.56353 1.95217
C 1.68633 0.74611 -0.45100
H -2.51993 -1.54025 2.61467
H -2.09372 -2.21126 1.02948
H -2.76558 -0.55583 1.15952
H 0.58968 -1.29744 3.39391
H -0.17625 0.33644 3.56766
H -1.10717 -1.13423 3.84616
H -1.48859 -1.00920 -0.34623
H 2.97788 0.06687 1.78639
H 2.19114 1.64804 2.00639
H 1.60203 0.22960 2.89335
H 1.92431 -0.09459 -1.12421
H 1.02133 1.48345 -0.94639
H 2.61815 1.26430 -0.23440
*
```

Atomic partial charges in e from the Mulliken method, atoms 1 to 5: atom 1 (C): -1.149, atom 2 (Mn): -0.013, atom 3 (N): -0.703, atom 4 (H): 0.083, atom 5 (H): 0.272

=====

[2]
The following is a quantum chemistry calculation of a 3-piece molecular cluster, C6H21N2O2 overall, from the Open Molecules 2025 dataset.

Properties
F_max: 0.0656 Eh/bohr
HOMO-LUMO gap: 9.068 eV
energy above the lowest of the compared OMol25 structures with the same formula, charge and spin: 31.3 kcal/mol
electronic energy: -13630.684 eV

ORCA input file:
```
! RIJCOSX wB97M-V def2-TZVPD def2/J DEFGRID3
* xyz 1 1
C -0.39029 0.75019 -0.28200
N 0.40726 -0.10497 0.58414
C 1.81832 -0.36908 0.29931
C 2.45517 -0.56166 -1.12438
C 3.81212 -1.15250 -1.04476
C 2.48512 0.83548 -1.79462
C -0.99359 1.96286 0.45794
N -2.04937 1.47956 1.38228
H 0.29569 1.17903 -0.98573
H -1.25938 0.21253 -0.66248
H -0.02518 -1.00834 0.71202
H 2.04933 -1.29705 0.79878
H 2.46372 0.33111 0.84341
H 1.68552 -1.14060 -1.60983
H 4.66134 -0.52369 -0.75620
H 3.92082 -2.00319 -0.36252
H 4.17571 -1.52030 -2.00765
H 2.89240 1.50955 -1.03636
H 1.54125 1.17534 -2.19794
H 3.29031 0.91891 -2.52782
H -1.40287 2.58756 -0.34428
H -0.34972 2.73139 0.88827
H -2.35074 0.53212 1.15282
H -1.68838 1.45255 2.33277
H -2.94798 1.95811 1.28907
H -4.43777 -0.81717 0.72510
H -4.88409 -0.53960 -0.72730
O -4.12798 -0.49862 -0.13499
H -3.55709 -3.01697 1.28682
H -3.61373 -2.62811 2.87325
O -3.87593 -2.43440 1.97290
*
```

Atomic partial charges in e from the Mulliken method, atoms 1 to 5: atom 1 (C): 0.101, atom 2 (N): -0.186, atom 3 (C): -1.322, atom 4 (C): 1.036, atom 5 (C): -1.694

=====

[3]
The following is a quantum chemistry calculation of a 4-piece molecular cluster, C6H21N2O3 overall, from the Open Molecules 2025 dataset.

Properties
F_max: 0.0985 Eh/bohr
HOMO-LUMO gap: 8.399 eV
energy above the lowest of the compared OMol25 structures with the same formula, charge and spin: 75.9 kcal/mol
electronic energy: -15676.742 eV

ORCA input file:
```
! RIJCOSX wB97M-V def2-TZVPD def2/J DEFGRID3
* xyz 1 1
C -1.51088 1.65858 0.87788
C -0.45687 0.84135 1.67952
C -0.53046 -0.65352 1.39349
N 1.55869 -1.26806 -1.78125
C 1.06345 -1.12323 -0.36606
C -0.23040 -0.98307 0.03845
C -1.27892 -1.35661 -0.94427
N -0.87086 2.41993 -0.31174
H -2.31139 1.02448 0.41627
H -2.21445 2.29358 1.44958
H 0.66131 1.12398 1.64489
H -0.58762 1.09983 2.80393
H 0.10181 -1.18281 2.17907
H -1.54405 -1.19853 1.53202
H 2.57849 -1.42713 -1.90673
H 0.88144 -1.88923 -2.26956
H 1.98741 -0.94624 0.21205
H -2.28515 -1.01044 -0.66253
H -1.52822 -2.49769 -1.06008
H -1.12524 -1.10169 -1.96868
H -1.18481 1.95870 -1.22669
H 0.16994 2.21758 -0.26781
H -1.03753 3.44007 -0.16814
H 1.21587 -3.87148 -1.84358
H 0.50431 -3.92737 -0.55476
O 1.28161 -4.27044 -0.98960
H 1.08847 2.04082 3.91175
H 2.55317 2.07772 3.07883
O 1.67649 1.56411 3.28503
H 0.13154 0.92472 -2.62655
H 0.98889 2.17627 -3.07563
O 0.25398 1.84581 -2.47911
*
```

Atomic partial charges in e from the Mulliken method, atoms 1 to 5: atom 1 (C): -0.696, atom 2 (C): -0.312, atom 3 (C): -1.470, atom 4 (N): -0.486, atom 5 (C): -0.406

=====

[4]
The following is a quantum chemistry calculation of C6H21N5O5PtS as an isolated structure, from the Open Molecules 2025 dataset.

Properties
F_max: 0.0479 Eh/bohr
HOMO-LUMO gap (alpha / beta): 4.871 / 6.703 eV
electronic energy: -38324.674 eV

ORCA input file:
```
! RIJCOSX wB97M-V def2-TZVPD def2/J DEFGRID3
* xyz 0 3
O -0.40821 3.38181 0.76999
H -0.11017 3.87086 1.55838
Pt 0.24521 0.41612 0.34550
N -0.71750 0.06528 -1.39847
N 1.32687 -0.98589 -0.54198
O -1.89463 0.60820 -1.75629
O 2.43054 -1.63824 0.03931
C -0.22743 -0.88080 -2.21099
C 0.96292 -1.45665 -1.73085
C -0.94652 -1.28527 -3.43863
C 1.75420 -2.49727 -2.42420
H -1.73852 -0.56960 -3.66349
H -1.39218 -2.28187 -3.32943
H -0.24799 -1.33710 -4.27761
H 2.42059 -3.02919 -1.73863
H 2.38250 -2.04072 -3.20408
H 1.09222 -3.22613 -2.91193
H -1.94310 1.63068 -1.40029
H 2.99243 -0.93068 0.41256
O -0.86581 -2.29129 1.51321
H -1.83480 -2.35319 1.35101
H -0.51085 -3.07111 1.02291
C 1.52395 1.91618 -0.22847
H 1.07705 2.85222 0.17298
H 1.51732 1.91783 -1.32289
H 2.53184 1.71437 0.13986
O -2.07588 2.97401 -1.10817
H -1.47941 3.27792 -0.35083
H -1.82747 3.44430 -1.91920
N 1.13132 -0.01564 2.27042
N 0.22295 0.04736 3.38043
C -1.00890 0.49054 3.09327
N -2.05358 0.18613 3.86803
S -1.25368 1.48530 1.73766
H 1.82256 0.72262 2.42694
H 1.62384 -0.91453 2.29972
H 0.34258 -0.66298 4.10983
H -2.94758 0.59772 3.62506
H -1.91670 -0.13134 4.81938
*
```

Atomic partial charges in e from the Mulliken method, atoms 1 to 5: atom 1 (O): -0.956, atom 2 (H): 0.139, atom 3 (Pt): 1.139, atom 4 (N): 0.334, atom 5 (N): 0.107

=====

[5]
The following is a quantum chemistry calculation of a 2-piece molecular cluster, C6H21N6OP overall, from the Open Molecules 2025 dataset.

Properties
F_max: 0.1101 Eh/bohr
HOMO-LUMO gap: 8.482 eV
energy above the lowest of the compared OMol25 structures with the same formula, charge and spin: 50.4 kcal/mol
electronic energy: -26834.398 eV

ORCA input file:
```
! RIJCOSX wB97M-V def2-TZVPD def2/J DEFGRID3
* xyz 0 1
C 0.86638 1.92777 -1.78064
C 0.76209 2.36837 0.53652
C -4.70099 -0.40462 0.29269
C -3.15195 0.29369 1.89988
C 3.39237 -1.68684 -0.95508
C 2.91061 -1.06991 1.41077
N 0.00937 0.30248 -0.40138
N -2.86101 0.72370 -0.39361
N 1.31797 -2.10046 0.07941
N 0.97433 1.35967 -0.51962
N -3.54195 0.14815 0.52840
N 2.68388 -2.04409 0.33577
O -1.11793 -1.88079 -0.89631
P 0.24394 -1.26174 -0.91407
H -0.01427 2.52715 -2.05459
H 1.61397 2.59772 -2.07818
H 0.89060 1.20687 -2.52241
H 1.48217 2.12447 1.33314
H 0.91303 3.45789 0.17115
H -0.23562 2.14843 0.88051
H -5.33910 -0.91285 0.97162
H -5.04946 -0.51752 -0.69407
H 0.76649 -1.18320 -2.24196
H -3.80741 1.08838 2.38227
H -3.29850 -0.50874 2.48501
H -2.11261 0.72724 1.97482
H 4.47436 -1.85048 -0.79597
H 3.02704 -2.29168 -1.71610
H 3.18637 -0.66197 -1.17919
H 3.89008 -1.40356 1.73663
H 2.77979 -0.05445 1.05711
H 2.27720 -1.35305 2.32209
H -0.99116 0.53825 -0.38798
H -3.11969 0.53846 -1.41374
H 0.87965 -2.89274 0.54710
*
```

Atomic partial charges in e from the Mulliken method, atoms 1 to 5: atom 1 (C): -1.301, atom 2 (C): -0.801, atom 3 (C): -0.396, atom 4 (C): -0.883, atom 5 (C): -0.866

=====

[6]
The following is a quantum chemistry calculation of a 4-piece molecular cluster, C6H21NO5 overall, from the Open Molecules 2025 dataset.

Properties
F_max: 0.0367 Eh/bohr
HOMO-LUMO gap: 9.469 eV
energy above the lowest of the compared OMol25 structures with the same formula, charge and spin: 86.0 kcal/mol
electronic energy: -18288.318 eV

ORCA input file:
```
! RIJCOSX wB97M-V def2-TZVPD def2/J DEFGRID3
* xyz 0 1
O 0.32081 -2.17564 3.24965
H 1.10396 -2.71738 3.34667
H -0.40503 -2.76330 3.45955
O 1.67852 -1.15375 1.07882
H 1.52417 -0.28702 1.45455
H 1.05210 -1.72372 1.52489
C 0.73624 -1.12635 -3.77443
C 1.06364 -0.33953 -2.50930
C -0.31384 -0.10104 -1.80983
O -1.14131 0.75160 -2.60877
C -2.37360 0.98812 -2.06212
N 1.97145 -1.25086 -1.79920
H 0.12077 -0.52572 -4.44416
H 0.13659 -2.00086 -3.52192
H 1.60378 -1.41743 -4.36667
H 1.54363 0.63260 -2.62189
H -0.34788 0.26099 -0.78227
H -0.85261 -1.03974 -1.68077
H -2.31210 1.44769 -1.07565
H -2.96469 0.07508 -1.99097
H -2.96052 1.61623 -2.73227
H 1.77538 -1.07462 -0.82421
H 1.47604 -2.13017 -1.83733
C -0.92099 0.94928 2.81515
C 0.25673 1.83054 3.18443
O 1.40165 1.66509 2.34368
O -1.54016 1.57212 1.72601
H -1.65006 0.87693 3.62221
H -0.63151 -0.04097 2.46344
H 0.54206 1.83447 4.23641
H -0.05542 2.84982 2.95703
H 1.17346 2.22067 1.59478
H -1.01127 2.29685 1.38449
*
```

Atomic partial charges in e from the Mulliken method, atoms 1 to 5: atom 1 (O): -0.637, atom 2 (H): 0.305, atom 3 (H): 0.288, atom 4 (O): -0.694, atom 5 (H): 0.295

=====

[7]
The following is a quantum chemistry calculation of a 6-piece molecular cluster, C6H21NO6 overall, from the Open Molecules 2025 dataset.

Properties
F_max: 0.0105 Eh/bohr
HOMO-LUMO gap: 10.581 eV
energy above the lowest of the compared OMol25 structures with the same formula, charge and spin: 6.5 kcal/mol
electronic energy: -20338.672 eV

ORCA input file:
```
! RIJCOSX wB97M-V def2-TZVPD def2/J DEFGRID3
* xyz 0 1
C -0.99037 -0.92409 -0.05568
C 0.04300 -0.71603 -1.17690
C 1.42619 -0.43672 -0.66200
C 2.50844 -1.10751 -1.03957
C -1.01781 0.21703 0.92150
N -1.70834 1.32508 0.62726
C -2.37111 1.59701 -0.63763
O -0.40784 0.13673 2.00331
H -1.97554 -1.05098 -0.48834
H -0.75804 -1.83370 0.49644
H 0.05531 -1.59430 -1.81512
H -0.26267 0.11688 -1.81676
H 1.53488 0.39757 0.02611
H 2.43042 -1.95695 -1.71038
H 3.49858 -0.88123 -0.66682
H -1.65419 2.08841 1.29115
H -3.02253 0.77546 -0.93186
H -1.68083 1.79342 -1.45076
H -3.01770 2.46156 -0.51855
H -0.37555 -4.65805 1.71645
H 0.47339 -3.38872 1.59237
O -0.03990 -4.03220 1.06167
H 2.49678 0.71907 -3.98437
H 2.33274 0.81739 -2.47293
O 2.26262 1.33678 -3.28331
H -0.61033 2.52191 4.27592
H -0.68098 1.57545 3.05435
O -0.95964 2.45708 3.37738
H 0.48544 1.89836 -3.25315
H -0.56808 2.85854 -3.85510
O -0.47541 2.06745 -3.30664
H 2.01365 -1.81533 1.71948
H 0.73853 -1.21578 2.34134
O 1.32925 -2.00153 2.38499
*
```

Atomic partial charges in e from the Mulliken method, atoms 1 to 5: atom 1 (C): -0.789, atom 2 (C): 0.234, atom 3 (C): -0.243, atom 4 (C): -0.758, atom 5 (C): 0.735

=====

[8]
The following is a quantum chemistry calculation of C6H22Ag2Cs2O16P2 as an isolated structure, from the Open Molecules 2025 dataset.

Properties
F_max: 0.0428 Eh/bohr
HOMO-LUMO gap (alpha / beta): 7.936 / 5.509 eV
electronic energy: -67014.448 eV

ORCA input file:
```
! RIJCOSX wB97M-V def2-TZVPD def2/J DEFGRID3
* xyz 0 3
Ag 13.27647 8.62133 6.84582
Ag 9.99224 7.41425 7.68175
Cs 13.67818 6.18551 9.62266
Cs 8.75785 9.34128 4.32097
P 11.41892 9.72737 8.70848
O 11.23378 9.34674 7.21587
O 10.97278 11.06592 9.11726
O 12.93136 9.45136 8.86352
O 10.53909 8.61050 9.38752
P 11.74208 6.59434 5.69103
O 10.27360 7.14993 5.55740
O 12.00122 6.74290 7.22028
O 12.80016 7.51367 5.03102
O 11.73386 5.16687 5.25574
O 9.87972 6.07805 1.88237
H 10.42362 5.78975 2.63142
H 10.34475 6.85217 1.53578
O 10.30459 4.01942 7.42648
H 10.87624 4.38156 6.71117
H 9.68597 4.73098 7.62006
C 12.83356 1.48083 5.04775
C 13.29540 1.92637 6.40428
O 13.66049 3.27386 6.44378
O 11.58297 2.10933 4.68718
H 12.57816 0.42167 5.01576
H 13.58136 1.74686 4.29087
H 14.20303 1.36601 6.64384
H 12.52906 1.73399 7.15734
H 12.90770 3.85574 6.23946
H 11.67343 3.07362 4.68410
C 13.78253 9.20007 2.35007
C 12.26692 9.52585 2.41280
O 11.32288 8.53300 2.79312
O 14.15566 7.88090 2.57965
H 14.33321 9.88828 3.01150
H 14.12113 9.39773 1.33408
H 12.05075 9.70987 1.35288
H 12.08171 10.50473 2.87564
H 11.65452 8.19057 3.66509
H 13.73554 7.53227 3.38979
C 13.12697 4.64691 1.96389
C 14.34481 4.45098 1.09505
O 14.92411 5.68866 0.75767
O 13.61686 5.20005 3.18573
H 12.64682 3.67823 2.17183
H 12.34723 5.27925 1.53043
H 14.14750 3.91184 0.16331
H 15.07709 3.81432 1.60957
H 14.77951 6.28599 1.51274
H 12.93984 5.19886 3.91203
*
```

Atomic partial charges in e from the Mulliken method, atoms 1 to 5: atom 1 (Ag): 0.625, atom 2 (Ag): 0.771, atom 3 (Cs): 1.049, atom 4 (Cs): 1.086, atom 5 (P): 0.976